Record 1
# C4H8N2O2

An isolated molecule of C4H8N2O2 (the ωB97M-V functional and the def2-TZVPD basis, the OMol25 dataset).

Values from the calculation:
energy above the lowest of the compared OMol25 structures with the same formula, charge and spin	97.4	kcal per mole
orbital gap	9.10	eV
structure (SMILES)	C/C(=C\N)C(=O)NO
highest occupied orbital energy	-8.413	eV

Last column: Mulliken charge in e.
Atoms and positions in Å:
C1 -1.43989 1.50539 0.23352  -1.346
C2 -0.50527 0.31101 0.15591  0.314
C3 -1.05644 -0.94725 -0.05773  -0.107
C4 0.85289 0.69636 -0.09617  0.352
H1 -1.79512 1.51672 1.23518  0.328
H2 -2.33083 1.34683 -0.47410  0.263
H3 -0.98957 2.57453 -0.07057  0.254
H4 -0.41544 -1.73663 -0.27277  0.523
H5 -3.07114 -0.35046 -0.10846  0.175
H6 -2.66110 -1.98980 -0.51482  0.228
H7 2.80647 -0.03330 0.42053  0.308
H8 2.29825 -2.21707 -0.26793  0.370
N1 -2.43870 -1.12311 -0.11712  -0.410
N2 1.92890 -0.34209 -0.24511  -0.226
O1 1.19035 1.82897 -0.18579  -0.565
O2 1.63706 -1.60990 0.33272  -0.461

Record 2
# C13H20InN5O11P2

A structure of composition C13H20InN5O11P2 (the ωB97M-V functional and the def2-TZVPD basis, the OMol25 dataset).

Values from the calculation:
energy above the lowest of the compared OMol25 structures with the same formula, charge and spin	12.8	kcal per mole
orbital gap	7.28	eV
highest occupied orbital energy	-7.966	eV

Last column: Mulliken charge in e.
Atoms and positions in Å:
In1 -0.08060 -0.44510 -0.21440  2.464
O1 -2.24440 -3.74550 4.50130  -0.542
C1 -1.93240 -2.91610 3.68700  0.454
C2 -2.69160 -2.54210 2.42670  0.054
O2 -3.85410 -2.76600 2.17330  -0.616
C3 -1.71510 -1.82180 1.60660  0.676
C4 -0.53710 -1.59920 2.31320  0.746
O3 0.48930 -1.01610 1.76530  -0.970
C5 -0.66170 -2.07870 3.68880  0.099
O4 0.04610 -1.82410 4.63750  -0.623
O5 -1.88510 -1.42860 0.38830  -1.032
N1 2.98240 -2.22130 -2.62390  -0.240
C6 2.64560 -0.77290 -2.64200  0.658
C7 3.44510 0.03070 -3.62670  -1.756
P1 0.83830 -0.73960 -2.97560  0.955
O6 0.87850 -1.58470 -4.35900  -0.650
O7 0.28800 -1.70860 -1.92470  -0.902
O8 0.16610 0.55950 -3.09620  -0.676
P2 2.90560 -0.13800 -0.91010  0.700
O9 2.71090 -1.57110 -0.14960  -0.600
O10 4.24620 0.41520 -0.74180  -0.841
O11 1.69760 0.70280 -0.54500  -0.413
H1 2.93460 -2.62410 -3.56710  0.399
H2 2.23340 -2.63370 -2.03070  0.344
H3 3.89600 -2.39110 -2.18390  0.367
H4 3.31370 -0.33410 -4.64520  0.454
H5 4.50090 0.05230 -3.35760  0.423
H6 3.07030 1.05260 -3.57240  0.387
H7 0.01200 -1.55880 -4.76810  0.371
H8 2.49710 -1.37120 0.76910  0.367
C8 -1.66410 1.76440 1.14930  -0.766
N2 -2.43580 2.97690 1.26180  0.069
C9 -3.57350 2.88960 0.35210  -0.706
N3 -3.13420 2.72140 -1.02820  0.036
C10 -2.35000 1.51100 -1.13170  -0.736
N4 -1.17970 1.56420 -0.23180  0.184
C11 -0.36490 2.73610 -0.61190  -0.725
N5 -1.13580 3.95370 -0.50800  0.130
C12 -1.60040 4.10430 0.86450  -0.657
C13 -2.29290 3.85750 -1.38830  -0.705
H9 -2.29160 0.91030 1.42730  0.326
H10 -0.79840 1.80450 1.82170  0.309
H11 -4.16580 3.80470 0.43070  0.343
H12 -4.19280 2.03560 0.63820  0.349
H13 -1.98600 1.38710 -2.15770  0.316
H14 -2.95960 0.64320 -0.85530  0.344
H15 -0.01730 2.59420 -1.63940  0.070
H16 0.50240 2.78860 0.05120  0.429
H17 -2.17810 5.02760 0.95540  0.318
H18 -0.73670 4.15560 1.53170  0.345
H19 -1.94700 3.73160 -2.41750  0.341
H20 -2.88210 4.77500 -1.31010  0.328

Record 3
# C3H8FKO3SZn

A structure of composition C3H8FKO3SZn (the ωB97M-V functional and the def2-TZVPD basis, the OMol25 dataset).

Values from the calculation:
charge	+2
energy above the lowest of the compared OMol25 structures with the same formula, charge and spin	2.4	kcal per mole
orbital gap	2.38	eV
highest occupied orbital energy	-15.912	eV

Last column: Mulliken charge in e.
Atoms and positions in Å:
Zn1 16.89651 3.91199 -2.33040  1.289
K1 19.71606 5.90700 -3.35587  0.964
F1 18.65135 3.30650 -2.67794  -0.302
O1 21.62197 -0.67080 -5.36512  -0.562
S1 20.74632 0.29289 -4.80326  1.228
O2 19.60662 0.71665 -5.54875  -0.630
O3 20.16359 -0.23303 -3.38596  -0.327
C1 21.03655 -1.08167 -2.61466  -0.323
C2 20.82654 -2.55101 -2.93016  -1.157
C3 21.56139 1.77665 -4.18610  -0.801
H1 20.89235 -0.82150 -1.56543  0.412
H2 22.06673 -0.76997 -2.82009  0.358
H3 21.08367 -2.73775 -3.97267  0.304
H4 19.75071 -2.74196 -2.97806  0.312
H5 21.31610 -3.19159 -2.20398  0.366
H6 20.78543 2.50428 -4.42945  0.132
H7 22.48920 2.02951 -4.69253  0.379
H8 21.70373 1.77107 -3.10935  0.360

Record 4
# C5H11Br3NO

A cluster of 2 separate species, C5H11Br3NO in total (the ωB97M-V functional and the def2-TZVPD basis, the OMol25 dataset).

Values from the calculation:
charge	+1
energy above the lowest of the compared OMol25 structures with the same formula, charge and spin	11.0	kcal per mole
orbital gap	9.02	eV
highest occupied orbital energy	-12.814	eV

Last column: Mulliken charge in e.
Atoms and positions in Å:
C1 -1.75593 -0.65037 -0.87340  -0.734
C2 -0.88440 1.54705 -0.38283  -0.846
C3 -0.68937 -0.06017 1.27664  -0.983
C4 0.79637 -0.18974 -0.62206  -1.151
C5 1.30166 -1.39818 -0.40827  0.251
N1 -0.59388 0.14351 -0.17514  0.134
O1 0.54753 -2.25038 0.24194  -0.465
Br1 2.81697 1.65405 0.60465  0.198
Br2 4.83307 2.22245 1.25695  -0.126
Br3 2.98816 -1.75710 -1.13237  -0.013
H1 -1.60289 -0.38355 -1.95668  0.368
H2 -1.50843 -1.69978 -0.83320  0.322
H3 -2.72874 -0.49900 -0.30234  0.356
H4 -0.28007 2.13698 0.31639  0.441
H5 -0.86967 1.95494 -1.47871  0.323
H6 -2.01797 1.67267 -0.04443  0.367
H7 0.02867 0.45731 1.81597  0.370
H8 -1.61471 0.46945 1.61199  0.486
H9 -0.91801 -1.14266 1.50631  0.342
H10 1.09996 0.55367 -1.28924  0.959
H11 1.05168 -2.78114 0.86782  0.402

Record 5
# C26H39N2O4P2Tc

A structure of composition C26H39N2O4P2Tc (the ωB97M-V functional and the def2-TZVPD basis, the OMol25 dataset).

Values from the calculation:
charge	+1
spin multiplicity	4
orbital gap (alpha / beta)	7.07 / 4.19	eV
highest occupied orbital energy (alpha / beta)	-9.813 / -9.810	eV
⟨S²⟩	3.79

Last column: Mulliken charge in e.
Atoms and positions in Å:
C1 0.89497 -1.45763 -5.28976  -1.245
C2 0.97347 -1.04733 -3.91946  0.953
N1 -0.21863 -0.88793 -3.22246  0.584
C3 -1.41773 -1.17003 -3.79946  0.742
C4 -1.52173 -1.54323 -5.13916  -0.879
C5 -0.33173 -1.68073 -5.88826  -0.409
C6 2.20277 -0.74213 -3.27216  -1.293
P1 2.17497 -0.49213 -1.51176  1.283
Tc1 -0.10513 -0.17883 -1.17066  -1.243
P2 -2.40403 -0.15323 -1.36036  1.162
C7 -2.64133 -1.17453 -2.90086  -1.242
O1 1.73197 2.03987 -4.05656  -0.715
O2 -0.92593 2.49437 -3.76636  -0.626
H1 1.82617 -1.58343 -5.85046  0.459
H2 -2.50063 -1.75143 -5.57836  0.498
H3 -0.38073 -1.98313 -6.94036  0.421
C8 2.97857 -1.89733 -0.62196  -0.998
C9 3.29187 0.92167 -1.11156  -1.381
H4 -3.54843 -0.88113 -3.45696  0.524
H5 -2.79873 -2.21193 -2.54556  0.476
H6 1.94067 1.08657 -3.79216  0.222
H7 3.13497 -1.00223 -3.79076  0.430
C10 -3.44683 -0.96033 -0.08126  -1.005
C11 -3.23913 1.44337 -1.71506  -1.314
H8 0.22907 1.16237 -1.22536  -0.295
H9 -0.81803 3.38767 -3.39316  0.328
H10 0.01797 2.25207 -3.98706  0.325
H11 2.07957 2.10227 -4.96426  0.293
H12 -0.22973 -1.70653 -0.73006  -0.024
H13 -0.20553 1.08727 -1.92586  1.006
H14 4.02327 -2.02743 -0.95476  0.534
H15 2.95717 -1.70073 0.46394  -0.015
H16 2.40617 -2.81403 -0.83456  0.376
H17 4.33887 0.68067 -1.36786  0.449
H18 2.96687 1.79277 -1.70366  0.425
H19 3.21937 1.15417 -0.03556  0.317
H20 -4.30643 1.29797 -1.95726  0.486
H21 -3.14683 2.09517 -0.82936  0.281
H22 -2.70293 1.90237 -2.56416  0.264
H23 -4.50753 -1.01113 -0.38216  0.468
H24 -3.05573 -1.97373 0.10474  0.351
H25 -3.35093 -0.37943 0.85134  0.101
C12 3.84757 0.22517 4.01754  -1.660
C13 2.72207 -0.66843 3.55214  1.063
C14 3.05277 -1.97333 3.16414  -1.021
C15 2.07417 -2.85353 2.73154  -0.975
C16 0.74817 -2.44843 2.67314  -0.722
C17 0.35177 -1.14863 3.04344  0.024
N2 -1.06543 -0.88813 2.98264  0.353
C18 -1.73243 0.33457 3.27214  -0.711
C19 -2.50443 0.38257 4.44364  -0.172
C20 -3.19413 1.53887 4.79684  -0.568
C21 -3.13233 2.66267 3.97674  -0.665
C22 -2.39633 2.62997 2.78934  -1.059
C23 -1.69663 1.46877 2.40634  0.750
C24 -1.02303 1.44217 1.07544  0.597
O3 -1.01713 2.50717 0.30724  -0.709
O4 -0.60583 0.28157 0.61124  0.136
C25 1.36167 -0.23023 3.50334  1.259
C26 1.02387 1.16857 3.97464  -1.336
H26 3.90967 1.12187 3.36544  0.328
H27 3.67847 0.53317 5.07074  0.369
H28 4.83307 -0.28643 3.97704  0.366
H29 4.07937 -2.31793 3.19694  0.328
H30 2.34627 -3.85933 2.43784  0.418
H31 0.01177 -3.16723 2.33444  0.358
H32 -1.66923 -1.72563 2.99514  0.341
H33 -2.55823 -0.48443 5.09184  0.475
H34 -3.77813 1.56087 5.70804  0.420
H35 -3.67543 3.55767 4.25324  0.422
H36 -2.39973 3.50897 2.15904  0.513
H37 0.65867 1.77717 3.13424  0.259
H38 0.28357 1.12237 4.79914  0.258
H39 1.88147 1.73857 4.37224  0.492

Record 6
# C20H46FN11O16

A cluster of 8 separate species, C20H46FN11O16 in total (the ωB97M-V functional and the def2-TZVPD basis, the OMol25 dataset).

Values from the calculation:
energy above the lowest of the compared OMol25 structures with the same formula, charge and spin	18.3	kcal per mole
orbital gap	8.58	eV
structure (SMILES)	[H]/N=C/C[C@H](CCCCN/C(N)=N/[H])OC[C@H](C=C)OCF.C[N+](=O)[O-].C[N+](=O)[O-].C[N+](=O)[O-].C[N+](=O)[O-].C[N+](=O)[O-].C[N+](=O)[O-].C[N+](=O)[O-]
highest occupied orbital energy	-9.153	eV

Last column: Mulliken charge in e.
Atoms and positions in Å:
C1 -2.92846 -0.09789 3.58942  -0.813
C2 -2.64170 0.91596 2.76778  -0.697
C3 -1.22019 1.30263 2.43956  0.439
C4 -0.70457 0.36033 1.33345  -0.936
O1 -1.30397 0.62189 0.08972  0.030
C5 -0.48100 1.06430 -0.97109  -0.294
C6 0.17206 -0.08296 -1.77784  -0.378
C7 0.60838 -1.30091 -1.00769  -0.451
N1 -0.20725 -2.05186 -0.38838  -0.399
C8 0.47471 2.19437 -0.58247  0.644
C9 1.05002 2.92563 -1.79892  -1.012
C10 2.11183 3.98312 -1.41527  -1.012
C11 3.01065 3.60617 -0.24919  -0.490
N2 3.78802 2.37863 -0.53900  -0.420
C12 3.81607 1.41538 0.46736  0.392
N3 3.67771 0.18006 0.16685  -0.581
N4 3.99194 1.91293 1.78525  -0.444
O2 -1.23444 2.67198 2.01879  -0.381
C13 -0.12916 3.35879 2.49622  -0.333
F1 0.01967 4.49898 1.74457  -0.294
H1 -3.85693 -0.64604 3.50817  0.279
H2 -2.23181 -0.42030 4.35661  0.273
H3 -3.44465 1.47507 2.30078  0.295
H4 -0.63579 1.14914 3.35372  0.425
H5 0.38495 0.29693 1.31073  0.246
H6 -1.03260 -0.63258 1.63948  0.719
H7 -1.17246 1.54432 -1.67023  0.205
H8 1.01807 0.26710 -2.36312  0.247
H9 -0.56670 -0.42897 -2.50367  0.401
H10 1.67778 -1.52864 -0.99639  0.392
H11 0.31236 -2.81529 0.04431  0.364
H12 -0.11593 2.93195 -0.04678  0.131
H13 1.26473 1.79155 0.04842  -0.137
H14 0.21550 3.46603 -2.24672  0.312
H15 1.48429 2.24042 -2.52325  0.450
H16 1.67317 4.96259 -1.23644  0.438
H17 2.75700 4.11735 -2.28945  0.379
H18 2.42600 3.52930 0.66271  0.083
H19 3.71320 4.42535 -0.09353  0.441
H20 3.36690 1.89951 -1.32721  0.323
H21 3.77429 -0.40608 0.98840  0.201
H22 4.95590 2.11722 2.00400  0.209
H23 3.59081 1.27620 2.45489  0.234
H24 0.79369 2.77344 2.40124  0.255
H25 -0.26544 3.66759 3.53822  0.399
C14 -6.23427 2.80958 0.80259  -0.527
N5 -6.68750 2.45968 2.17410  0.952
O3 -7.67630 3.00881 2.60971  -0.572
O4 -6.02896 1.63442 2.77254  -0.538
H26 -6.90972 3.55513 0.39971  0.315
H27 -5.22338 3.19921 0.88472  0.211
H28 -6.24345 1.89675 0.20755  0.216
C15 3.21145 -5.35745 1.74964  -0.553
N6 1.80732 -4.87077 1.73800  0.955
O5 1.39143 -4.36733 0.71046  -0.684
O6 1.16802 -5.00202 2.75341  -0.541
H29 3.64487 -5.17217 0.77302  0.336
H30 3.75212 -4.81704 2.52552  0.300
H31 3.18527 -6.42036 1.97088  0.107
C16 7.68736 -4.14731 3.18346  -0.756
N7 6.49724 -5.03374 3.29092  0.858
O7 6.63328 -6.20668 3.02141  -0.502
O8 5.45625 -4.51697 3.63993  -0.547
H32 8.53094 -4.74590 2.86268  0.305
H33 7.45091 -3.37487 2.45804  0.309
H34 7.85819 -3.71531 4.16458  0.293
C17 -3.63581 -0.84053 -1.44955  -0.320
N8 -5.07340 -0.51508 -1.28461  0.897
O9 -5.89069 -1.40360 -1.32090  -0.569
O10 -5.33024 0.66511 -1.11967  -0.563
H35 -3.52528 -1.90864 -1.59104  0.277
H36 -3.28432 -0.28813 -2.31733  0.154
H37 -3.12360 -0.50569 -0.55170  0.052
C18 -6.03331 2.29930 -4.33360  -0.709
N9 -4.86111 2.05541 -5.21247  0.971
O11 -4.91793 2.43845 -6.36134  -0.577
O12 -3.90924 1.48880 -4.71716  -0.506
H38 -6.79703 2.80910 -4.90850  0.287
H39 -6.38674 1.33439 -3.98107  0.297
H40 -5.69073 2.90770 -3.50809  0.274
C19 5.23178 -9.36761 0.92744  -0.687
N10 3.82501 -8.88043 0.91520  0.834
O13 3.41168 -8.38017 -0.10908  -0.489
O14 3.19180 -9.01420 1.93980  -0.497
H41 5.66606 -9.17953 -0.04682  0.301
H42 5.75546 -8.82149 1.70710  0.250
H43 5.20527 -10.42972 1.15003  0.287
C20 -2.43644 5.09786 -4.87053  -0.807
N11 -3.06977 5.05503 -3.52447  0.860
O15 -2.59130 5.72760 -2.64274  -0.520
O16 -4.03448 4.32698 -3.40871  -0.499
H44 -1.59352 5.77691 -4.82951  0.314
H45 -2.12249 4.08585 -5.11144  0.302
H46 -3.18971 5.44171 -5.57273  0.310

Number 1: DFT total energy -11349.8891 eV. Number 2: DFT total energy -67535.9756 eV. Number 3: DFT total energy -87658.7021 eV. Number 4: DFT total energy -219019.2904 eV. Number 5: DFT total energy -59532.5827 eV. Number 6: DFT total energy -73332.8263 eV.